# 1
23
Properties=species:S:1:pos:R:3:mulliken_charge:R:1 method="wB97M-V/def2-TZVPD" gap_ev=9.690 e_tot_ha=-663.04241 lumo_ev=0.23 smiles="O=c1cc[nH]c(=O)[nH]1.c1ccncc1" multiplicity=1 e_above_lowest_kcal_mol=79.6 charge=0
O 3.9984 -0.5407 -1.0765 -0.622
C 2.9531 -0.3171 -0.4412 0.439
C 2.5562 -1.1166 0.6746 -0.489
C 1.5264 -0.7923 1.5343 -0.088
N 0.8632 0.3652 1.3042 -0.003
C 1.1297 1.1955 0.1975 0.068
O 0.4031 2.1164 -0.0750 -0.649
N 2.0707 0.7591 -0.7116 0.028
H 3.1747 -1.9609 1.0059 0.381
H 1.1701 -1.4144 2.3720 0.394
H -0.0927 0.6322 1.5734 0.261
H 2.0166 1.3314 -1.5599 0.266
C -1.5320 1.1338 -0.5555 -0.362
C -2.5112 0.7957 0.3892 -0.278
C -3.0198 -0.5285 0.4639 -0.278
N -2.5990 -1.5789 -0.4042 -0.543
C -1.5563 -1.2920 -1.1842 -0.430
C -1.1979 0.0423 -1.3069 0.314
H -1.1917 2.2681 -0.5540 0.296
H -2.8109 1.5370 1.1078 0.431
H -3.9976 -0.6450 0.9952 0.334
H -1.0191 -2.1909 -1.5623 0.381
H -0.3340 0.2008 -2.1868 0.149

***

# 2
17
Properties=species:S:1:pos:R:3:mulliken_charge:R:1 method="wB97M-V/def2-TZVPD" gap_ev=9.800 e_tot_ha=-251.85366 lumo_ev=1.14 smiles=C[C@@H]1CCCN1 multiplicity=1 e_above_lowest_kcal_mol=5.6 charge=0
C 1.1408 -0.2604 -1.7018 -1.479
C 0.3243 0.5114 -0.6664 0.437
C 0.8151 0.3182 0.7618 -0.724
C -0.3080 -0.4051 1.5207 -0.530
C -1.5677 -0.1785 0.6950 -0.533
N -1.0721 0.0212 -0.6763 -0.535
H 2.2163 -0.0846 -1.6021 0.364
H 0.8206 0.0343 -2.7069 0.340
H 0.9436 -1.3252 -1.5768 0.342
H 0.3438 1.5729 -0.9362 0.265
H 1.7561 -0.2129 0.8651 0.299
H 1.0324 1.2805 1.2544 0.301
H -0.0925 -1.4722 1.5905 0.250
H -0.4054 -0.0908 2.5602 0.342
H -2.1287 0.6857 1.0431 0.298
H -2.1652 -1.0901 0.7344 0.291
H -1.6533 0.6957 -1.1589 0.275

***

# 3
91
Properties=species:S:1:pos:R:3:mulliken_charge:R:1 method="wB97M-V/def2-TZVPD" gap_ev=7.183 e_tot_ha=-5582.41049 lumo_ev=-2.71 multiplicity=1 e_above_lowest_kcal_mol=23.2 charge=+1
Tl 10.1037 13.8495 15.6442 2.052
Br 8.3551 22.4303 17.0223 -0.171
C 8.1196 21.0714 18.2962 0.161
C 9.1252 20.8206 19.2403 -0.558
C 8.9424 19.8426 20.2129 -0.222
C 7.7281 19.1713 20.2384 0.466
C 6.6966 19.5391 19.3436 -0.189
C 6.9048 20.4733 18.3303 -0.654
N 7.4295 18.1220 21.1523 -0.450
N 7.9832 17.0398 21.0969 -0.323
C 8.8868 16.6306 20.0192 0.399
C 10.1831 16.4066 20.2532 -0.763
C 11.0041 15.7766 19.3013 -0.786
C 10.4495 15.2617 18.1158 -0.099
O 11.1978 14.6651 17.2098 0.089
C 9.0299 15.3148 17.9281 0.975
N 8.4779 14.7359 16.8491 -0.255
C 7.1590 14.7054 16.7000 -0.210
C 6.3081 15.1085 17.6897 -1.299
C 6.8282 15.7889 18.7276 -0.411
C 8.1996 15.9339 18.9385 -0.317
H 10.1121 21.2829 19.1493 0.384
H 9.6878 19.6832 20.9857 0.459
H 5.7461 19.0511 19.4726 0.464
H 6.1321 20.8219 17.6647 0.471
H 10.6571 16.7466 21.1371 0.569
H 12.1010 15.6881 19.4300 0.448
H 6.8837 14.2365 15.7639 0.515
H 5.2446 14.9547 17.5564 0.415
H 6.1481 16.1242 19.4260 0.726
C 13.6115 9.5985 15.8365 -0.912
C 12.2301 9.6263 16.3545 0.823
N 11.4198 8.6367 16.7492 -0.842
N 10.3178 9.3057 17.1514 0.262
C 10.3445 10.5940 16.9701 0.089
S 9.0968 11.6916 17.1916 -0.441
N 11.6334 10.8298 16.5652 -0.109
N 12.0196 12.0746 16.0987 0.241
H 13.9868 8.5051 15.7904 0.335
H 14.2333 10.2145 16.4328 0.197
H 13.5990 10.0913 14.8570 0.220
H 9.4675 8.7769 17.2937 0.215
H 12.5999 12.5973 16.8237 0.293
H 12.5619 12.0171 15.2201 0.053
C 9.1667 16.4383 11.3124 -0.823
C 9.9575 17.3497 12.2552 -0.414
C 10.1518 16.8514 13.6225 0.302
N 10.4104 16.4802 14.6696 -0.347
H 9.4352 16.6581 10.2656 0.337
H 8.0954 16.4600 11.3333 0.359
H 9.5826 15.3866 11.4278 0.031
H 9.4034 18.2759 12.4326 0.335
H 10.9306 17.6683 11.9322 0.298
C 14.3461 16.6909 17.3048 -0.868
C 13.6266 17.2455 16.1247 -0.138
O 13.9817 16.4356 15.0134 -0.255
P 13.2805 14.9833 14.8336 -0.116
O 13.9015 14.5362 13.3301 -0.223
C 14.1890 15.5350 12.2924 -0.156
C 14.5358 14.7647 10.9930 -1.214
O 14.2868 13.8663 15.6716 -0.010
C 15.6713 13.6800 15.3681 -0.132
C 16.2998 12.9280 16.5180 -1.330
H 13.9702 17.1314 18.2178 0.411
H 15.3895 16.9658 17.2842 0.310
H 14.1538 15.6368 17.3107 0.069
H 13.9394 18.3036 15.9024 0.342
H 12.5495 17.3212 16.3286 0.093
H 15.0673 16.1623 12.5908 0.290
H 13.3772 16.2138 12.1369 0.167
H 15.3662 14.1076 11.1805 0.325
H 14.7765 15.5252 10.2059 0.416
H 13.7841 14.1739 10.6087 0.238
H 16.2189 14.5655 15.1371 0.363
H 15.7671 13.0526 14.4996 0.197
H 16.3188 13.4779 17.4192 0.369
H 17.3171 12.6089 16.3155 0.411
H 15.7707 12.0202 16.7678 0.147
C 10.3339 13.3263 13.6905 -1.129
C 10.5942 12.9694 12.5621 0.107
C 11.0865 12.3759 11.3267 0.335
C 10.2270 12.0498 10.2605 -0.765
C 10.7897 11.4603 9.1715 -0.506
C 12.1571 11.1569 9.1357 -0.529
C 12.9583 11.5325 10.1677 -0.750
C 12.4057 12.1641 11.2908 -0.371
H 9.1597 12.2043 10.2878 0.552
H 10.1966 11.2406 8.3045 0.415
H 12.6052 10.6035 8.3293 0.427
H 14.0134 11.4775 10.0493 0.444
H 13.1389 12.4910 12.0734 0.678